# C27H58B3Cl2N4O8S

A structure of composition C27H58B3Cl2N4O8S in a non-equilibrium geometry (ωB97M-V/def2-TZVPD, the OMol25 dataset).

Each line ends with the Löwdin charge.
Geometry (Å):
1 C 4.478 1.333 0.688  -0.056
2 B 4.027 0.407 -0.594  -0.386
3 O 5.183 -0.428 -1.093  0.018
4 C 2.490 0.274 -1.253  -0.220
5 C 2.459 -0.950 -2.331  -0.085
6 C 3.385 -0.892 -3.656  -0.287
7 C 4.487 0.187 -4.159  -0.073
8 N 3.226 -1.990 -4.519  0.081
9 C 1.565 -0.381 -0.015  -0.138
10 C 2.236 -1.144 1.254  -0.124
11 C 2.925 -2.630 0.914  -0.152
12 C 2.976 -3.619 2.244  -0.213
13 O 3.961 -3.075 3.202  -0.136
14 C 0.239 0.596 0.318  -0.223
15 C -0.906 -0.238 -0.571  0.006
16 B -2.358 0.498 -0.718  -0.428
17 O -3.070 1.262 0.336  0.049
18 O -3.045 0.441 -2.054  0.021
19 N -0.139 0.950 1.684  -0.099
20 C 0.853 1.592 2.583  -0.061
21 C -1.002 0.076 2.501  -0.299
22 C -1.942 0.869 3.643  -0.021
23 O -1.211 -1.237 2.470  -0.015
24 C 0.920 1.944 -0.423  -0.129
25 C -0.107 3.248 -0.531  -0.123
26 C 0.643 4.702 -0.605  -0.192
27 C -0.574 5.849 -0.607  -0.256
28 C 0.005 7.392 -0.726  -0.238
29 S -1.264 8.480 0.184  0.501
30 O -1.128 8.138 1.692  -0.415
31 O -1.140 9.985 -0.154  -0.399
32 Cl -3.198 7.869 -0.424  0.340
33 N 1.780 1.588 -1.660  -0.274
34 Cl 3.072 2.755 -1.978  0.994
35 B 1.089 1.702 -3.004  -0.566
36 O 1.928 2.086 -4.197  -0.031
37 N -0.374 1.533 -3.335  -0.134
38 C -0.510 0.364 -4.334  -0.061
39 C -0.976 2.705 -4.074  -0.110
40 H 3.826 2.277 0.892  0.052
41 H 4.650 0.717 1.696  0.103
42 H 5.566 1.750 0.420  0.112
43 H 5.402 -1.145 -0.428  0.112
44 H 2.821 -1.925 -1.742  0.144
45 H 1.365 -1.252 -2.707  0.137
46 H 5.472 -0.335 -4.587  0.117
47 H 4.018 0.748 -5.103  0.099
48 H 4.798 1.023 -3.411  0.053
49 H 2.505 -2.651 -4.106  0.050
50 H 1.089 -1.334 -0.558  0.121
51 H 2.873 -0.498 1.991  0.100
52 H 1.303 -1.476 1.929  0.133
53 H 2.296 -3.199 0.074  0.131
54 H 4.014 -2.546 0.497  0.100
55 H 1.931 -3.587 2.773  0.132
56 H 3.267 -4.696 1.888  0.133
57 H 4.683 -2.561 2.706  0.105
58 H -1.118 -1.321 -0.116  0.155
59 H -0.538 -0.465 -1.675  0.101
60 H -2.482 2.024 0.666  0.099
61 H -3.186 1.425 -2.269  0.110
62 H 0.614 2.720 2.790  0.114
63 H 0.882 0.999 3.605  0.136
64 H 1.956 1.524 2.138  0.097
65 H -1.610 0.596 4.732  0.099
66 H -3.097 0.633 3.456  0.116
67 H -1.854 2.049 3.482  0.089
68 H 1.794 2.490 0.186  0.132
69 H -0.677 3.251 0.521  0.136
70 H -0.955 3.121 -1.325  0.113
71 H 1.260 4.864 0.376  0.133
72 H 1.244 4.896 -1.598  0.105
73 H -1.170 5.648 -1.613  0.112
74 H -1.344 5.696 0.266  0.109
75 H 1.090 7.475 -0.273  0.138
76 H -0.060 7.700 -1.855  0.123
77 H 1.751 3.034 -4.461  0.124
78 H -1.067 -0.543 -3.793  0.110
79 H 0.521 -0.057 -4.690  0.102
80 H -1.229 0.688 -5.213  0.123
81 H -0.873 3.705 -3.476  0.093
82 H -2.145 2.484 -4.159  0.122
83 H -0.607 2.786 -5.205  0.125
84 C -1.675 -4.758 2.214  -0.117
85 C -3.060 -4.159 2.408  -0.274
86 C -3.856 -4.837 3.526  -0.225
87 C -4.161 -6.323 3.302  -0.228
88 C -4.929 -6.643 2.016  -0.275
89 C -6.311 -6.010 1.972  -0.116
90 H -1.725 -5.810 1.923  0.067
91 H -1.140 -4.220 1.425  0.055
92 H -1.086 -4.680 3.135  0.075
93 H -3.613 -4.199 1.464  0.100
94 H -2.950 -3.096 2.654  0.083
95 H -4.795 -4.288 3.672  0.102
96 H -3.302 -4.737 4.468  0.111
97 H -4.735 -6.692 4.161  0.111
98 H -3.224 -6.892 3.302  0.100
99 H -5.041 -7.731 1.940  0.107
100 H -4.354 -6.332 1.138  0.097
101 H -6.921 -6.348 2.816  0.078
102 H -6.825 -6.293 1.047  0.071
103 H -6.258 -4.918 1.999  0.065

Properties
E_tot	-89172.73889	eV
multiplicity	1
orbital gap	7.6	eV
largest force on an atom	0.15094	Eh/bohr
net charge	+1